# 1
21
Properties=species:S:1:pos:R:3:forces:R:3 method="wB97M-V/def2-TZVPD" e_homo_ev=-4.3 max_force_ev_per_a=2.8 charge=-1 homo_lumo_gap_ev=7.4
C 2.5819 -0.1157 -1.2763 0.34 -0.26 0.33
Ga 1.4607 0.1307 0.4403 -0.27 -0.03 -1.75
S 2.3702 1.7481 1.7981 0.15 0.36 0.52
C -0.5356 0.4156 0.0210 -0.20 -0.31 -0.64
C -1.1786 -0.3427 -1.0149 -1.07 1.83 1.74
C -2.5736 -0.0455 -1.1383 1.23 -0.50 -0.13
C -3.1674 0.9077 -0.2951 -1.81 0.12 -0.48
N -2.6150 1.6800 0.6624 1.34 -1.93 -1.48
C -1.3017 1.3640 0.7474 0.91 0.57 0.93
P 1.5979 -1.9682 1.5696 0.41 -0.22 1.52
O 0.2039 -2.0650 2.5303 0.13 -0.11 -1.42
Cl 1.3595 -3.5035 0.1045 -0.34 0.40 -0.03
H 2.5598 0.7773 -1.9348 -0.12 -0.57 0.23
H 2.2619 -1.0411 -1.8134 0.11 0.78 0.17
H 3.6502 -0.2835 -0.9903 -0.72 0.15 -0.15
H 2.6919 2.8439 1.0584 -0.31 -0.71 -0.13
H -0.6122 -1.0684 -1.6156 -0.50 0.32 0.22
H -3.1885 -0.5637 -1.8946 0.22 0.39 0.53
H -4.2616 1.0591 -0.4274 0.73 -0.07 0.03
H -0.7406 1.9445 1.5117 -0.41 -0.37 -0.49
H -0.5629 -1.8735 1.9572 0.17 0.14 0.48



# 2
17
Properties=species:S:1:pos:R:3:forces:R:3 method="wB97M-V/def2-TZVPD" e_homo_ev="-3.9 / -3.9" e_above_lowest_kcal_mol=56.49 max_force_ev_per_a=3.8 charge=-1 homo_lumo_gap_ev="7.1 / 7.1"
C -1.4201 1.2963 0.1619 -0.24 -0.56 1.15
C -1.9383 2.0081 -0.9996 3.59 1.27 -0.14
C 2.7933 -1.6500 0.2861 -2.27 -1.61 0.46
N 1.1101 1.4964 -0.0121 0.74 -2.33 -0.08
N 2.6410 -0.2397 0.0248 1.94 -0.54 -1.24
N 1.7172 0.5160 0.0085 -1.50 2.84 0.11
O -2.9404 -0.6002 0.4475 0.40 0.54 0.14
O -0.7529 -0.8547 1.7392 0.08 0.21 -2.33
P -1.4452 -0.4902 0.2434 0.68 -2.01 -1.84
S -0.5675 -1.6996 -1.1196 -0.23 0.93 0.58
H -1.6055 1.6856 -1.9458 0.34 -1.25 -1.47
H -1.5853 3.0586 -1.0394 -0.82 -0.07 0.67
H -2.9525 1.8816 -0.9749 -2.88 0.00 0.25
H 2.5003 -2.4776 -0.5314 0.37 2.40 1.41
H 2.1083 -1.7943 1.1755 0.93 -0.72 -0.81
H 3.8400 -1.8028 0.5516 -0.18 0.07 0.06
H -1.5025 -0.3334 1.9843 -0.95 0.83 3.09



# 3
19
Properties=species:S:1:pos:R:3:forces:R:3 method="wB97M-V/def2-TZVPD" e_homo_ev=-8.8 e_above_lowest_kcal_mol=143.30 max_force_ev_per_a=4.9 charge=0 smiles=O[C@@]12CC[C@@H]3[C@H](OC1)[C@@H]32 homo_lumo_gap_ev=9.7
O 1.2781 0.8955 0.2590 -2.22 2.66 1.38
C 0.0656 0.0856 0.7404 3.18 -1.47 -0.98
C 0.8430 -1.1924 0.7535 0.44 -1.88 0.67
C 1.1565 -1.0731 -0.7890 -2.28 -4.11 -0.41
C -0.0519 -0.3512 -1.4416 -1.39 -0.23 -1.93
C -1.0168 0.9981 -0.9614 -0.06 -0.44 0.41
O -0.9303 1.9697 0.1416 0.08 -1.81 0.27
C -0.7086 1.0682 1.3728 -2.18 3.67 2.39
C -1.0337 -0.3588 -0.3636 -1.07 2.21 0.18
H 0.9298 1.8540 0.3471 1.09 -2.03 -0.62
H 1.7858 -1.3473 1.3429 -0.79 1.04 -0.40
H 0.2733 -2.1110 1.0245 -0.12 0.69 -0.55
H 2.0860 -0.6930 -0.8942 2.74 1.20 -0.82
H 1.1617 -2.1606 -1.1492 -0.07 1.40 -0.07
H -0.4492 -0.5755 -2.5124 1.17 0.11 1.87
H -1.5756 1.4889 -1.7766 0.21 -0.82 0.43
H -1.6780 0.6250 1.7514 0.84 1.01 -0.27
H -0.2174 1.8046 2.1024 -0.79 -1.38 -0.76
H -1.9184 -0.9267 0.0522 1.20 0.17 -0.80



# 4
23
Properties=species:S:1:pos:R:3:forces:R:3 method="wB97M-V/def2-TZVPD" e_homo_ev=-14.2 e_above_lowest_kcal_mol=80.77 max_force_ev_per_a=6.0 charge=+1 homo_lumo_gap_ev=3.9
Al -1.2045 -0.5286 3.1612 1.36 0.69 -2.26
B -1.2760 -3.0075 1.1581 0.61 0.15 1.75
H -1.3823 -3.5570 0.2357 -0.74 -0.37 -4.88
H -1.1791 -3.6672 2.0064 0.60 -1.38 4.15
H -0.4158 -2.3611 1.0776 5.13 1.74 -0.61
H -2.2044 -2.4874 1.3365 -5.47 1.16 0.77
B 0.8463 1.7543 2.6171 1.10 -2.55 2.99
H 1.0868 0.7433 2.3265 1.96 -4.13 -1.81
H -0.2271 1.8606 2.5902 -5.74 1.79 -0.19
H 1.2946 1.9653 3.5756 0.93 0.44 3.65
H 1.1829 2.5032 1.9171 0.36 2.76 -4.13
O -1.1449 -0.0006 0.2437 0.02 -0.66 0.64
C -0.4035 0.1617 -0.7084 1.25 -0.08 1.94
O 0.9296 -0.0447 -0.6120 -1.29 -0.05 1.75
C 1.5892 0.3112 -1.7956 -1.23 0.46 -2.56
C 0.5179 1.2169 -2.5452 0.98 -0.26 0.06
C -0.7895 0.6572 -2.0036 -0.05 0.01 -1.82
H 1.6862 -0.6162 -2.3601 0.26 -0.01 -0.20
H 2.5857 0.7417 -1.6976 -0.33 0.13 0.69
H 0.6141 1.0408 -3.6166 -0.04 0.42 0.06
H 0.5961 2.2753 -2.2964 0.31 -0.06 -0.12
H -1.0061 -0.2237 -2.6079 -0.32 -0.32 0.01
H -1.6961 1.2624 -2.0024 0.33 0.14 0.11



# 5
59
Properties=species:S:1:pos:R:3:forces:R:3 method="wB97M-V/def2-TZVPD" e_homo_ev=-7.6 max_force_ev_per_a=9.1 charge=-1 homo_lumo_gap_ev=7.0
Na 1.9701 1.3789 0.6661 0.80 -0.48 0.11
Na 0.8674 -4.2591 0.4507 -0.02 0.45 -0.26
Na -0.0919 2.8377 -0.8649 -0.18 1.00 -0.19
K -4.3689 -1.2818 -1.0974 0.15 -0.35 0.39
K 0.4701 -1.0972 4.8700 0.06 -0.21 -0.54
N 2.2258 3.2511 -0.6542 1.33 3.34 2.48
S 3.0099 4.6217 0.0150 -0.18 1.63 2.11
O 2.7752 5.8799 -0.6040 -0.49 -1.04 -0.47
O 4.3375 4.3402 0.4385 0.09 -0.75 -0.33
F 2.2229 4.6568 1.3650 -0.44 -0.40 -0.08
S 3.0872 3.1093 -1.9530 0.71 -3.78 -4.99
O 4.4412 2.6294 -1.8995 -0.76 1.31 0.83
O 2.6729 3.9357 -3.0467 0.34 0.29 1.01
F 2.3416 1.7176 -2.2532 -0.52 -0.46 -0.43
N 3.0981 -3.9958 1.3443 0.76 3.00 -0.99
S 3.2524 -3.9702 2.8892 2.03 -4.41 4.11
O 2.0872 -3.4574 3.5472 -0.54 0.10 0.40
O 4.5481 -3.7466 3.4784 -1.35 1.14 -0.73
F 3.2503 -5.5782 3.0564 -1.23 0.60 -0.08
S 3.6247 -2.4260 1.1052 0.52 2.62 -3.17
O 5.0519 -2.2411 1.2199 -2.28 -0.37 -0.12
O 2.7055 -1.3752 1.5582 1.11 -1.17 0.87
F 3.2487 -2.3286 -0.4239 0.56 -0.88 -0.02
N -0.2188 0.6962 0.0588 -3.13 -0.63 3.17
S -0.2339 -0.7147 -0.6046 5.20 -2.78 -6.99
O -1.1496 -0.8628 -1.6966 -0.31 0.28 1.59
O 0.2201 -1.8753 0.1003 -1.74 -0.36 1.52
F 1.2066 -0.4107 -1.2736 -0.82 0.23 -0.39
S -1.3923 0.3148 1.1898 -1.65 3.49 3.39
O -0.8611 -0.3199 2.3616 0.14 -0.84 -0.64
O -2.7150 -0.0369 0.7174 2.11 0.24 -0.05
F -1.5221 1.7862 1.7726 -0.29 -0.46 -0.97
N -1.6498 6.3853 2.4680 0.37 -4.30 -0.02
S -0.5282 7.3346 2.0890 3.30 7.11 -2.89
O 0.2621 7.0681 0.8857 -0.84 -0.81 1.96
O 0.1345 8.0016 3.1814 -0.34 -1.10 -0.32
F -1.4301 8.5557 1.4980 -0.29 -0.68 0.55
S -0.8139 4.9515 2.4279 -1.53 -0.92 0.63
O 0.1638 4.7840 3.4745 -0.69 0.09 -1.05
O -0.5042 4.3880 1.1190 -0.50 0.18 0.88
F -2.0730 4.0996 2.9054 0.36 -0.02 -0.11
N 0.2158 -2.3569 -6.0885 1.51 -2.40 0.65
S 0.2566 -1.7606 -4.6646 -2.01 4.57 2.73
O 0.9965 -0.5143 -4.5262 -0.66 -1.59 -0.37
O 0.1847 -2.5710 -3.4799 0.96 -0.99 -0.42
F -1.2920 -1.2790 -4.6871 -0.04 0.46 -0.23
S 1.4040 -3.4675 -6.0113 1.37 -1.44 -3.86
O 1.2689 -4.7321 -5.3653 -1.04 0.46 0.86
O 2.7093 -2.9033 -6.0250 0.27 0.71 0.85
F 1.2506 -3.8998 -7.5457 -0.42 0.09 0.01
N -6.2444 -3.1374 0.7701 1.12 -4.23 -1.34
S -5.5687 -4.7351 0.7146 -2.03 -0.85 -1.08
O -6.2111 -5.7095 1.5468 0.72 0.96 -0.04
O -4.1419 -4.7642 0.5523 -0.66 0.26 -0.17
F -6.2186 -5.0727 -0.6752 0.47 0.28 -0.64
S -5.6108 -2.7378 2.1079 0.31 3.55 3.62
O -4.2432 -2.2508 1.9530 -0.98 -0.38 0.42
O -5.9902 -3.4452 3.3098 0.96 0.24 -1.27
F -6.4886 -1.4093 2.2324 0.32 0.44 0.08



Calculated total energy for the records above, in order: -3488.66403, -1172.70787, -422.97156, -602.68362, -9797.89311 Eh